[1]
This record from the OMol25 dataset describes a molecular structure, C53H40BrCrN5O4 at a distorted geometry. The level of theory is ωB97M-V with the def2-TZVPD basis set.

**2S+1**: 5
**E_LUMO (alpha / beta)**: -0.993 / -1.205 eV
**Total charge**: 0
**Frontier orbital gap (alpha / beta)**: 5.8 / 5.6 eV
**HOMO (alpha / beta)**: -6.8 / -6.8 eV

```
104
Properties=species:S:1:pos:R:3:forces:R:3:mulliken_charge:R:1
C 3.184 -3.672 2.844 1.4 -1.2 -1.0 -0.62
H -5.851 -7.847 -2.271 1.5 -1.1 0.5 0.39
Cr 0.196 -0.040 -0.548 -0.5 -0.7 0.4 -0.13
C 4.678 3.668 -0.600 0.3 -1.3 -1.5 -0.36
C 4.303 5.329 1.537 0.5 -0.1 -0.9 -0.91
H 1.666 1.565 2.809 -0.3 -0.3 0.1 0.44
H 4.600 -6.773 4.939 1.7 -0.2 -0.6 0.25
H -7.265 7.278 -3.984 0.8 -0.4 0.2 0.24
C -4.207 -3.793 0.251 -0.5 -0.6 -1.3 -0.09
H -4.509 1.085 -2.628 0.6 -1.2 1.1 0.40
H -4.253 2.819 -0.244 -0.3 0.3 0.0 0.36
H 4.409 -3.889 -0.335 -0.4 0.2 0.1 0.45
N 0.284 1.914 -0.980 -0.4 2.7 -0.3 0.47
C -0.452 4.088 -1.300 -0.3 0.4 -0.3 -1.15
C 7.483 6.572 0.409 0.4 0.3 -1.6 -0.86
H -5.455 7.245 -4.364 -1.5 -1.0 0.4 0.27
C -1.644 1.388 1.944 1.3 -0.2 0.6 -0.41
H -2.361 2.029 1.460 -0.5 -0.3 -0.1 0.41
C 5.590 4.667 -0.335 1.3 1.2 -0.5 -0.46
C -4.391 -5.403 -2.052 0.1 0.4 -1.2 -0.71
Br -1.485 -2.419 3.218 0.2 0.6 0.3 -0.17
H -4.069 -3.175 1.114 -0.2 0.1 0.5 0.58
C -2.206 -2.573 -0.684 -1.7 1.2 -0.3 0.11
H 6.275 -7.572 4.652 -0.4 0.7 0.1 0.23
C -3.302 -3.647 -0.800 1.0 1.0 0.3 -1.21
C -5.358 -5.394 -1.085 -2.3 -2.5 -0.6 0.81
C 0.845 4.201 -0.925 0.1 -0.7 0.3 -1.31
C 4.145 0.780 0.792 -0.1 0.5 0.6 -1.19
H -2.617 -4.334 -2.660 0.2 0.0 -0.6 0.53
C -0.970 -2.897 -0.198 0.3 -0.3 -0.2 0.77
C 0.649 1.171 2.732 -1.0 -0.9 0.0 -0.23
H -2.419 3.797 -3.979 -0.5 0.1 0.4 0.39
H -0.097 2.907 1.785 -0.4 0.0 0.0 0.38
H 0.994 -0.781 3.526 0.4 -0.6 0.4 0.45
H 1.212 -4.993 1.001 1.0 -0.8 0.5 0.55
C -3.221 3.965 -3.241 1.9 -0.9 0.7 -0.38
C 1.051 -2.768 0.599 1.3 -0.5 -0.2 1.01
H 4.948 2.937 -1.403 -0.4 0.8 0.6 0.34
H -4.207 5.457 -4.430 0.2 -0.5 0.6 0.29
H 2.460 4.323 1.828 1.0 -0.3 -0.6 0.26
H -7.541 -7.672 -2.163 -0.5 0.0 0.5 0.27
C -5.280 -4.680 0.063 1.5 1.6 1.3 -0.70
H -1.168 4.866 -1.490 0.0 0.2 -0.1 0.56
C -3.850 0.426 -1.989 0.2 0.1 -0.5 -1.32
H 8.032 5.672 0.631 0.2 -0.5 0.2 0.37
C -2.088 2.247 -1.672 -1.6 0.4 0.0 0.83
H -4.504 -6.037 -2.945 0.3 0.4 0.6 0.33
C 3.386 4.340 1.190 -1.9 0.8 1.4 0.49
N -1.812 -0.093 -0.992 -0.6 -0.7 -0.1 0.84
H -6.627 -6.675 -3.200 0.0 0.6 -0.4 0.36
C 2.532 2.433 -0.209 -0.8 -0.7 0.6 0.30
C 0.671 -4.171 0.650 0.1 1.1 0.1 -1.47
H 4.892 -1.099 1.556 -0.4 0.0 0.2 0.48
C -5.219 5.103 -2.570 0.4 -0.2 0.1 0.83
C 4.020 -4.676 3.376 -1.1 0.5 0.8 -0.39
H -6.600 5.879 -4.805 0.2 -0.6 -0.3 0.36
C -6.613 -7.131 -2.219 -0.9 0.8 -0.8 -0.96
O -6.168 6.055 -2.754 -0.7 0.1 -0.3 -0.46
C 2.858 1.121 0.203 0.8 0.9 -0.7 0.93
C 3.311 -3.359 1.486 -0.3 -0.3 0.9 -1.13
C -0.803 2.709 -1.373 0.4 -1.1 0.5 0.14
C -0.360 1.915 2.145 -0.2 0.6 -0.3 -0.06
H 3.890 -4.927 4.421 0.0 0.0 0.0 0.25
C 4.892 -5.409 2.605 0.3 0.0 0.2 1.10
N -1.971 0.130 2.309 -0.4 1.2 -0.1 -0.42
O 6.223 6.600 0.990 -0.3 0.4 0.9 -0.47
H -1.209 -5.068 0.051 -0.1 -0.4 0.0 0.55
C -2.562 0.918 -1.538 0.5 0.4 -0.1 0.32
H 1.460 5.073 -0.745 -0.2 -0.1 -0.1 0.57
C 2.351 -2.351 0.960 -0.3 1.4 -1.8 0.75
C -6.376 6.611 -4.051 1.0 1.9 0.3 -0.80
C 5.408 5.575 0.720 -0.9 -1.7 -0.5 0.98
C 5.060 -5.058 1.266 -0.6 -0.8 0.1 -0.79
O -6.529 -6.198 -1.179 1.1 0.6 0.4 -0.41
H -5.990 -4.826 0.837 -0.7 -0.1 0.4 0.47
C -3.400 -4.435 -1.938 0.3 -0.4 0.6 -0.18
H 4.987 1.448 1.003 -0.6 -0.2 -0.2 0.41
C 3.483 3.500 0.089 1.9 0.8 0.6 -0.91
C 4.063 -0.515 1.162 1.0 -0.4 -0.8 -1.27
C -2.604 -1.219 -1.014 0.1 -0.7 -0.8 0.52
H -6.137 4.541 -0.767 -0.5 -0.1 0.7 0.48
H 7.393 6.643 -0.695 0.2 0.1 0.5 0.31
N 2.098 -0.011 0.110 0.0 -0.1 0.1 0.58
H 8.051 7.418 0.755 0.0 0.4 0.2 0.25
C -3.873 -0.920 -1.673 0.1 0.8 -0.1 -1.42
C -5.286 4.357 -1.374 0.6 0.6 -1.6 -0.88
C 2.811 -1.032 0.674 -0.4 -0.7 1.1 0.06
H 6.081 -5.737 4.961 0.0 -0.9 -0.2 0.33
C -3.168 3.297 -2.010 -0.5 -0.9 -0.1 -0.61
O 5.581 -6.485 3.092 0.3 0.1 -0.6 -0.47
C -4.274 3.461 -1.124 1.4 -0.6 -0.1 -0.28
C 0.272 -0.118 3.123 -0.1 0.3 0.1 -0.38
H 2.405 -3.240 3.437 -0.1 0.3 0.3 0.44
H -4.636 -1.660 -1.935 0.4 0.4 0.3 0.45
N 0.060 -2.031 0.026 0.5 0.4 0.3 1.00
C -4.187 4.887 -3.484 -1.5 1.3 -1.0 -0.36
C -0.550 -4.232 0.153 -1.8 0.0 -0.4 -1.54
C 4.243 -4.091 0.720 0.2 0.8 -0.2 -0.06
C 5.663 -6.664 4.490 -1.5 0.6 0.8 -0.72
C -1.048 -0.555 2.924 0.9 -0.3 -0.8 0.11
H 6.460 4.844 -1.013 -0.9 -0.6 0.6 0.19
C 1.278 2.852 -0.692 0.0 -2.0 -0.3 0.18
H 4.213 5.927 2.411 -0.4 0.4 0.6 0.47
H 5.666 -5.687 0.626 0.3 0.2 0.1 0.38
```
Positions in Å, forces in eV/Å.


[2]
This record from the OMol25 dataset describes a single C20H21N7O2 molecule at a distorted geometry. The level of theory is ωB97M-V with the def2-TZVPD basis set.

**Energy above the lowest of the compared OMol25 structures with the same formula, charge and spin**: 2.935 eV
**2S+1**: 1
**E_LUMO**: -0.286 eV
**Total charge**: 0
**Frontier orbital gap**: 8.1 eV
**HOMO**: -8.4 eV

```
50
Properties=species:S:1:pos:R:3:forces:R:3:mulliken_charge:R:1
H 1.393 1.041 5.195 0.3 -0.2 -0.9 0.34
H 4.047 1.030 3.865 0.5 0.7 -0.7 0.39
C 2.766 2.479 3.138 -1.6 0.3 -0.9 1.47
C -5.532 -3.531 -6.540 0.9 1.4 1.1 -0.92
H 1.279 5.871 3.335 -0.1 0.0 -0.4 0.35
H 1.813 0.899 0.822 0.1 -0.1 0.8 0.28
C 0.931 4.832 3.406 2.0 -1.2 1.0 -0.54
C 0.209 -0.352 4.136 1.4 1.5 -2.6 -1.03
C 1.706 1.204 3.025 1.3 0.3 -0.7 -0.18
C -0.193 -0.730 2.874 -2.1 -3.9 2.9 -0.46
N -0.089 -0.842 0.573 -0.9 -1.2 -3.8 -0.19
H -0.631 -3.406 -6.725 -0.9 0.2 1.2 0.38
H -0.152 4.840 3.695 1.0 -0.4 -0.5 0.35
C 0.387 -2.113 -2.891 -0.7 -0.2 -2.2 -0.66
H 1.881 3.618 6.539 0.0 0.2 -0.3 0.23
H -5.907 -2.654 -7.104 0.1 -0.6 0.1 0.25
C 1.794 4.150 4.565 0.2 -4.6 0.0 0.44
C 1.441 0.539 1.800 0.8 2.5 0.1 0.06
N -0.275 -2.505 -4.033 -0.5 1.0 1.6 -0.43
H -0.177 -0.786 4.976 -1.1 -1.0 2.1 0.53
H 0.891 5.044 6.217 0.8 -0.8 -0.2 0.19
C 4.120 1.848 3.093 1.7 -1.2 0.4 -1.58
H 5.023 2.487 3.368 -1.4 -0.4 -0.4 0.39
C -1.671 -3.377 -6.345 -4.0 1.7 0.2 -0.04
N 2.534 3.043 4.459 -0.8 2.5 -1.4 -0.77
C 0.441 -0.387 1.756 1.0 0.6 -0.8 0.37
N -2.289 -3.031 -5.102 2.3 0.0 1.7 0.79
C -0.254 -1.914 -1.718 -2.2 1.6 1.9 0.81
H -5.716 -4.440 -7.065 -0.2 -0.6 -0.5 0.30
C -4.000 -3.344 -6.297 -1.8 0.3 0.3 0.55
H 4.323 1.340 2.112 -0.2 0.5 0.8 0.29
H 2.815 3.331 1.037 -1.0 -0.2 -0.1 0.43
H 3.180 4.494 2.208 0.6 0.3 0.6 0.43
H -0.877 -1.626 2.885 0.3 1.2 -0.5 0.25
H -3.223 -2.885 -2.410 -0.4 0.5 -0.9 0.44
C 0.552 -1.460 -0.522 2.7 -2.6 3.1 0.13
H -2.901 -3.543 -8.107 0.1 -0.5 -2.6 0.47
O 1.182 4.068 2.207 -0.9 0.8 0.0 -0.43
C 1.178 0.621 4.195 0.2 1.7 1.0 -0.49
N 1.512 4.292 5.884 -1.8 3.0 0.8 -0.40
C 2.536 3.646 2.046 -0.3 -1.7 1.7 -0.89
C -2.252 -2.485 -2.665 0.2 0.0 2.0 -0.19
H 1.417 -1.794 -2.924 0.3 -0.7 -0.4 0.41
C -1.608 -2.623 -3.901 1.4 -1.2 -1.1 0.46
H -1.105 -0.884 0.601 0.3 0.0 -0.6 0.34
H -6.109 -3.558 -5.552 1.2 0.0 -1.3 0.27
N -3.651 -3.058 -5.080 1.6 -0.1 0.8 -1.10
O 1.725 -1.951 -0.380 -3.2 2.4 -1.0 -0.61
N -1.616 -2.048 -1.555 1.6 -0.8 -1.8 -0.47
C -2.848 -3.391 -7.100 1.1 -1.3 0.5 -1.07
```
Positions in Å, forces in eV/Å.


[3]
This record from the OMol25 dataset describes a single C3H9NO molecule at a distorted geometry. The level of theory is ωB97M-V with the def2-TZVPD basis set.

**Energy above the lowest of the compared OMol25 structures with the same formula, charge and spin**: 1.958 eV
**2S+1**: 1
**E_LUMO**: 0.900 eV
**Total charge**: 0
**Frontier orbital gap**: 10.3 eV
**HOMO**: -9.4 eV

```
14
Properties=species:S:1:pos:R:3:forces:R:3:mulliken_charge:R:1
C 0.664 0.685 0.119 -1.4 0.8 2.9 -0.57
H -1.789 1.075 -0.919 0.2 -0.2 -0.2 0.36
H -1.567 1.423 0.796 -0.6 0.3 0.0 0.34
H -0.680 -0.932 1.145 0.5 -0.1 1.3 0.36
C -0.514 -0.282 0.324 -0.2 0.4 -4.3 0.24
H 0.313 -1.909 -0.880 -1.3 1.7 0.7 0.28
H 2.552 0.139 -0.402 0.0 0.1 0.4 0.25
H 0.314 1.192 -0.782 1.6 -0.8 -1.2 0.32
C -1.762 0.636 0.072 0.9 -0.9 1.0 -1.31
H 0.523 1.596 0.736 -0.2 -0.6 0.6 0.25
H -2.712 0.166 0.294 -0.1 -0.2 0.0 0.35
N 1.998 0.195 0.456 0.6 2.0 -2.8 -0.59
H 2.007 -0.711 0.793 -0.4 -2.1 1.0 0.29
O -0.410 -1.205 -0.882 0.4 -0.6 0.6 -0.57
```
Positions in Å, forces in eV/Å.


For the records above, the corresponding calculated total energy values read -169714.4426 -35602.7441 -6793.0980 eV.